Entry from the OMol25 dataset: a 2-piece molecular cluster, C5H12N2O2S2 overall at a distorted geometry (wB97M-V/def2-TZVPD).

Last column: natural (NBO) charge in e.
Cartesian coordinates (Å):
1 C 1.01097 0.31268 -1.51404  0.7956
2 C -1.44605 2.56510 1.10638  -0.7651
3 C 1.85623 -0.66869 -0.71833  -0.1583
4 C 0.97783 -1.40796 0.45136  -0.2185
5 C -2.24520 0.07469 1.40571  -0.5299
6 N 3.13734 -0.09527 -0.19776  -0.8516
7 N -0.24968 -2.11488 -0.03833  -0.8237
8 O 0.63708 -0.23635 -2.63739  -0.6851
9 O 0.68785 1.39965 -1.12194  -0.6110
10 S -3.34001 -1.24040 1.35557  0.1377
11 S -2.74500 1.42121 0.53241  0.3427
12 H -1.40807 2.41630 2.17514  0.2487
13 H -1.78222 3.68276 0.95609  0.2217
14 H -0.66621 2.51455 0.34005  0.2722
15 H 2.18519 -1.46435 -1.40140  0.2012
16 H 0.88651 -0.74553 1.28486  0.2121
17 H 1.64158 -2.20116 0.88171  0.1840
18 H 3.50294 -0.69839 0.47528  0.3599
19 H 3.18719 0.93954 0.15502  0.3857
20 H -0.13429 0.14805 -3.12265  0.5090
21 H -0.11388 -2.18439 -1.04124  0.3434
22 H -1.08595 -1.55271 -0.13247  0.3569
23 H -4.49413 -0.86445 0.80597  0.0725

Results
- HOMO (eV) = -8.87
- largest force on an atom (hartree/bohr) = 0.072
- calculated total energy (eV) = -34122.2735
- Kohn-Sham gap (eV) = 8.8678